[1]
The following is a DFT calculation (the ωB97M-V functional and the def2-TZVPD basis) of a 4-piece molecular cluster, C37H57F24N5O8P3S2 overall in a non-equilibrium geometry.

The calculation puts the max |F| at 0.0852 hartree/bohr. The value obtained for the lowest unoccupied orbital energy is -3.48 eV. The value obtained for the energy is -177871.48550 eV. Its frontier orbital gap is 7.939 eV. For the HOMO energy, the calculation gives -11.4175 eV. As for the energy above the lowest of the compared OMol25 structures with the same formula, charge and spin: 2.0075 eV. The net charge is +1.

Cartesian coordinates (Å):
C1 -1.615 3.775 -3.065
C2 -1.132 4.782 -1.994
C3 0.173 4.280 -1.325
C4 -0.217 3.203 -0.288
N1 0.736 2.938 0.837
C5 1.196 1.672 0.919
N2 1.927 1.060 0.045
C6 2.307 -0.362 0.100
C7 3.834 -0.635 0.177
C8 4.383 -1.226 -1.138
C9 5.902 -0.966 -1.251
C10 2.463 1.774 -1.135
C11 3.717 2.629 -0.811
C12 3.488 4.076 -0.418
O1 3.395 4.948 -1.158
O2 3.454 4.309 0.958
N3 0.869 0.910 2.085
P1 2.210 0.790 3.162
S1 2.362 -0.849 4.189
C13 -0.482 1.210 2.582
N4 -1.342 0.904 1.406
P2 -1.050 -0.057 3.850
N5 -2.602 -0.094 4.054
C14 -0.702 2.719 2.991
C15 -0.296 2.979 4.473
C16 -1.370 2.745 5.547
O3 -1.180 3.158 6.619
C17 -2.178 3.071 2.723
C18 -2.723 4.402 3.328
C19 -3.937 4.200 4.288
O4 -3.895 5.231 5.283
C20 -4.064 6.466 4.728
C21 -2.987 7.517 4.857
O5 -5.045 6.741 4.181
C22 0.385 3.517 2.143
P3 0.264 5.378 2.197
S2 -1.036 6.288 1.094
H1 -0.912 3.749 -3.898
H2 -1.704 2.786 -2.613
H3 -2.582 4.118 -3.431
H4 -0.880 5.728 -2.474
H5 -1.929 4.949 -1.271
H6 0.794 3.933 -2.155
H7 0.698 5.107 -0.854
H8 -0.309 2.264 -0.840
H9 -1.227 3.442 0.034
H10 1.972 -0.783 -0.853
H11 1.798 -0.933 0.871
H12 4.437 0.195 0.542
H13 3.955 -1.432 0.916
H14 4.240 -2.306 -1.152
H15 3.864 -0.844 -2.022
H16 6.123 0.031 -0.857
H17 6.406 -1.696 -0.617
H18 6.281 -1.032 -2.268
H19 2.843 1.025 -1.825
H20 1.693 2.286 -1.699
H21 4.359 2.176 -0.056
H22 4.298 2.651 -1.733
H23 4.353 4.302 1.315
H24 2.454 1.958 3.927
H25 3.325 0.785 2.292
H26 -2.272 0.612 1.713
H27 -0.940 0.061 0.995
H28 -0.361 0.216 5.059
H29 -0.580 -1.295 3.346
H30 -2.862 0.079 5.017
H31 0.031 4.007 4.620
H32 0.547 2.356 4.786
H33 -2.279 2.161 5.333
H34 -2.484 3.061 1.681
H35 -2.775 2.283 3.197
H36 -1.962 4.944 3.891
H37 -3.098 5.022 2.521
H38 -3.956 3.217 4.750
H39 -4.847 4.314 3.696
H40 -1.982 7.136 4.658
H41 -3.179 8.296 4.127
H42 -3.002 7.984 5.843
H43 1.300 3.351 2.735
H44 0.105 5.794 3.543
H45 1.557 5.823 1.839
C23 1.892 -3.732 -6.349
C24 3.253 -3.635 -5.644
C25 3.211 -3.598 -4.119
F1 2.537 -2.513 -3.668
F2 4.468 -3.515 -3.618
F3 3.934 -2.570 -6.124
F4 3.964 -4.739 -5.996
O6 1.346 -2.511 -6.827
C26 0.617 -1.730 -5.954
C27 1.264 -0.365 -5.724
F5 2.503 -0.502 -5.205
F6 0.527 0.350 -4.838
F7 0.401 -2.398 -4.802
F8 -0.595 -1.542 -6.523
H46 2.065 -4.319 -7.250
H47 1.168 -4.305 -5.769
H48 2.745 -4.498 -3.710
H49 1.335 0.190 -6.661
C28 -4.151 -2.099 -6.832
C29 -3.759 -3.079 -5.706
C30 -2.949 -4.301 -6.141
F9 -3.632 -5.078 -7.002
F10 -2.662 -5.066 -5.054
F11 -4.868 -3.444 -5.032
F12 -2.989 -2.380 -4.820
O7 -5.464 -2.229 -7.355
C31 -5.702 -3.140 -8.369
C32 -6.687 -4.226 -7.936
F13 -6.210 -4.913 -6.877
F14 -6.873 -5.105 -8.947
F15 -4.546 -3.654 -8.833
F16 -6.254 -2.448 -9.389
H50 -4.143 -1.107 -6.382
H51 -3.401 -2.055 -7.622
H52 -2.005 -3.998 -6.604
H53 -7.648 -3.785 -7.662
C33 0.113 -6.465 6.813
C34 0.155 -7.163 5.446
C35 1.468 -7.853 5.084
F17 2.488 -6.968 5.019
F18 1.355 -8.430 3.863
F19 -0.200 -6.283 4.481
F20 -0.809 -8.125 5.465
O8 0.340 -5.065 6.809
C36 1.643 -4.613 6.842
C37 1.989 -3.822 5.583
F21 1.845 -4.584 4.477
F22 3.279 -3.411 5.626
F23 2.501 -5.630 7.051
F24 1.746 -3.787 7.906
H54 -0.912 -6.569 7.169
H55 0.726 -6.975 7.555
H56 1.715 -8.634 5.810
H57 1.342 -2.949 5.487

***

[2]
The following is a DFT calculation (the ωB97M-V functional and the def2-TZVPD basis) of a 11-piece molecular cluster, C50H82F24O25 overall in a non-equilibrium geometry.

The calculation puts the max |F| at 0.0470 hartree/bohr. The value obtained for the lowest unoccupied orbital energy is 0.20 eV. The value obtained for the energy is -169584.13071 eV. Its frontier orbital gap is 9.879 eV. Its SMILES is CCOC(=O)C(F)(F)F.CCOC(=O)C(F)(F)F.CCOC(=O)C(F)(F)F.CCOC(=O)C(F)(F)F.CCOC(=O)C(F)(F)F.CCOC(=O)C(F)(F)F.CCOC(=O)C(F)(F)F.CCOC(=O)C(F)(F)F.COCCOCCOC.COCCOCCOC.COCCOCCOC. For the HOMO energy, the calculation gives -9.6770 eV. As for the energy above the lowest of the compared OMol25 structures with the same formula, charge and spin: 0.6632 eV.

Cartesian coordinates (Å):
C1 0.565 -1.639 3.958
O1 0.081 -0.332 4.142
C2 -0.049 0.325 2.909
C3 -0.803 1.622 2.977
O2 -2.108 1.394 3.470
C4 -2.868 2.579 3.476
C5 -4.249 2.240 4.008
O3 -5.026 3.387 3.781
C6 -6.263 3.366 4.441
H1 -0.156 -2.205 3.342
H2 0.531 -2.173 4.907
H3 1.521 -1.665 3.424
H4 -0.453 -0.301 2.103
H5 0.985 0.598 2.637
H6 -0.824 1.999 1.944
H7 -0.284 2.349 3.614
H8 -2.951 3.059 2.487
H9 -2.324 3.339 4.056
H10 -4.120 2.066 5.079
H11 -4.621 1.382 3.450
H12 -6.214 3.736 5.471
H13 -6.740 2.381 4.463
H14 -6.903 4.042 3.871
C7 -2.773 1.405 -2.460
O4 -1.422 1.652 -2.185
C8 -0.874 0.880 -1.156
C9 0.539 1.418 -0.951
O5 1.358 0.700 -0.094
C10 1.874 -0.515 -0.602
C11 2.483 -1.339 0.521
O6 3.643 -2.012 0.087
C12 3.565 -3.422 -0.050
H15 -3.037 0.368 -2.681
H16 -3.089 2.147 -3.191
H17 -3.385 1.672 -1.574
H18 -0.870 -0.194 -1.413
H19 -1.474 0.886 -0.231
H20 0.407 2.442 -0.589
H21 0.991 1.492 -1.953
H22 2.585 -0.277 -1.409
H23 1.102 -1.100 -1.121
H24 1.718 -2.095 0.741
H25 2.688 -0.795 1.440
H26 3.808 -3.844 0.926
H27 4.282 -3.718 -0.814
H28 2.594 -3.813 -0.371
C13 -9.041 4.284 -5.834
O7 -7.786 4.324 -5.203
C14 -7.882 3.970 -3.810
C15 -6.466 3.728 -3.329
O8 -5.906 4.965 -2.935
C16 -4.504 4.910 -2.803
C17 -3.993 6.098 -2.007
O9 -3.224 5.720 -0.869
C18 -3.966 4.997 0.080
H29 -8.927 4.621 -6.863
H30 -9.681 5.064 -5.386
H31 -9.517 3.305 -5.760
H32 -8.455 3.044 -3.700
H33 -8.343 4.853 -3.361
H34 -5.893 3.405 -4.206
H35 -6.513 3.000 -2.511
H36 -4.082 4.958 -3.827
H37 -4.110 3.963 -2.425
H38 -4.896 6.638 -1.683
H39 -3.335 6.806 -2.503
H40 -3.364 4.735 0.950
H41 -4.281 4.048 -0.363
H42 -4.841 5.541 0.452
C19 -0.854 4.975 -3.512
C20 0.417 4.162 -3.395
O10 1.499 5.112 -3.337
C21 2.706 4.619 -3.374
O11 3.002 3.464 -3.513
C22 3.797 5.704 -3.233
F1 4.531 5.453 -2.146
F2 4.594 5.694 -4.303
F3 3.271 6.927 -3.120
H43 -0.971 5.651 -2.660
H44 -1.713 4.311 -3.376
H45 -0.982 5.530 -4.438
H46 0.443 3.535 -4.285
H47 0.392 3.613 -2.463
C23 2.947 -3.976 7.487
C24 3.429 -3.683 6.101
O12 2.907 -4.746 5.239
C25 3.224 -4.685 3.965
O13 3.738 -3.754 3.419
C26 2.732 -5.920 3.177
F4 3.733 -6.454 2.471
F5 2.220 -6.859 3.973
F6 1.785 -5.530 2.333
H48 3.311 -3.183 8.153
H49 3.414 -4.838 7.969
H50 1.866 -4.031 7.563
H51 4.508 -3.678 5.955
H52 2.996 -2.750 5.737
C27 7.283 -2.334 0.355
C28 6.541 -1.835 1.581
O14 7.454 -1.496 2.632
C29 7.621 -2.382 3.584
O15 7.232 -3.519 3.617
C30 8.311 -1.799 4.841
F7 7.355 -1.388 5.696
F8 9.082 -2.716 5.432
F9 9.085 -0.732 4.538
H53 6.752 -2.170 -0.580
H54 7.572 -3.382 0.442
H55 8.247 -1.817 0.283
H56 5.909 -2.660 1.921
H57 5.858 -1.019 1.370
C31 -0.870 -5.320 5.574
C32 -1.937 -5.199 4.519
O16 -1.337 -4.535 3.381
C33 -2.156 -4.314 2.373
O17 -3.350 -4.342 2.411
C34 -1.432 -3.842 1.091
F10 -1.762 -4.670 0.090
F11 -1.895 -2.628 0.752
F12 -0.115 -3.812 1.217
H58 -0.092 -6.024 5.294
H59 -1.376 -5.621 6.495
H60 -0.407 -4.360 5.801
H61 -2.798 -4.633 4.871
H62 -2.321 -6.168 4.200
C35 4.164 1.236 -5.733
C36 2.860 0.584 -5.287
O18 2.660 -0.568 -6.134
C37 2.707 -1.756 -5.566
O19 2.821 -1.990 -4.402
C38 2.561 -2.912 -6.587
F13 1.753 -3.845 -6.071
F14 2.008 -2.501 -7.725
F15 3.759 -3.470 -6.779
H63 4.478 2.049 -5.071
H64 4.140 1.629 -6.745
H65 5.025 0.565 -5.623
H66 2.147 1.338 -5.630
H67 2.730 0.421 -4.228
C39 3.916 2.924 0.503
C40 3.915 1.690 1.389
O20 4.937 1.842 2.390
C41 4.603 1.875 3.672
O21 3.519 2.106 4.111
C42 5.855 1.807 4.575
F16 6.947 1.436 3.917
F17 6.073 3.017 5.108
F18 5.646 0.932 5.566
H68 4.878 3.064 0.012
H69 3.610 3.815 1.053
H70 3.169 2.811 -0.288
H71 4.187 0.833 0.777
H72 2.935 1.599 1.848
C43 -6.476 -0.235 -3.571
C44 -7.378 -0.190 -2.366
O22 -6.618 -0.127 -1.152
C45 -6.892 0.856 -0.315
O23 -7.755 1.683 -0.406
C46 -5.901 0.948 0.871
F19 -5.130 2.028 0.683
F20 -6.567 1.111 2.009
F21 -5.111 -0.114 0.967
H73 -7.142 -0.380 -4.424
H74 -5.733 -1.028 -3.517
H75 -5.925 0.694 -3.736
H76 -7.961 -1.120 -2.339
H77 -8.190 0.534 -2.420
C47 -0.338 -3.042 -3.793
C48 0.012 -4.074 -2.747
O24 1.221 -4.743 -3.057
C49 1.678 -5.588 -2.153
O25 1.194 -5.814 -1.087
C50 2.995 -6.235 -2.647
F22 3.881 -6.236 -1.645
F23 2.756 -7.516 -2.985
F24 3.527 -5.625 -3.691
H78 0.500 -2.348 -3.898
H79 -1.257 -2.544 -3.489
H80 -0.484 -3.424 -4.804
H81 -0.790 -4.817 -2.723
H82 0.051 -3.595 -1.769

***

[3]
The following is a DFT calculation (the ωB97M-V functional and the def2-TZVPD basis) of a 2-piece molecular cluster, C4H9NO2 overall.

The calculation puts the max |F| at 0.0086 hartree/bohr. The value obtained for the lowest unoccupied orbital energy is 0.86 eV. The value obtained for the energy is -9878.67626 eV. Its frontier orbital gap is 10.792 eV. Its SMILES is C[C@@H]1CNC(=O)O1.[H][H]. For the HOMO energy, the calculation gives -9.9361 eV. As for the energy above the lowest of the compared OMol25 structures with the same formula, charge and spin: 1.3844 eV.

Cartesian coordinates (Å):
C1 -0.468 1.398 -1.510
C2 -0.345 0.504 -0.302
O1 -0.165 -0.863 -0.727
C3 0.873 0.722 0.590
N1 0.971 -0.606 1.143
C4 0.575 -1.530 0.212
O2 0.797 -2.711 0.176
H1 -0.443 2.449 -1.204
H2 -1.408 1.216 -2.038
H3 0.359 1.198 -2.196
H4 -1.249 0.557 0.321
H5 -1.822 -1.823 0.779
H6 1.759 0.973 -0.015
H7 0.739 1.492 1.350
H8 1.347 -0.859 2.033
H9 -1.521 -2.117 1.388